Density functional theory data (wB97M-V/def2-TZVPD) for a cluster of 5 separate species, C36H69F14N4O18P4S in total at a distorted geometry.

Last column: Löwdin charge in e.
CARTESIAN COORDINATES (ANGSTROEM)
C1 -2.62 -7.21 3.12  -0.059
C2 -2.04 -5.93 2.51  -0.415
O1 -1.79 -6.19 1.13  -0.057
C3 -3.03 -4.75 2.66  -0.167
N1 -2.52 -3.71 3.56  -0.055
C4 -2.15 -2.46 2.90  -0.179
C5 -0.85 -1.92 3.52  -0.135
O2 0.27 -2.26 2.67  -0.035
C6 0.96 -1.22 2.12  -0.433
C7 0.16 -0.12 1.40  -0.176
N2 -0.68 -0.68 0.34  0.063
C8 1.89 -1.92 1.09  -0.030
C9 3.10 -1.00 0.95  -0.178
C10 4.28 -1.44 0.06  -0.110
C11 3.80 -2.39 -1.05  -0.053
C12 4.76 -2.49 -2.23  -0.447
F1 4.87 -3.83 -2.51  0.115
F2 6.02 -2.12 -1.93  0.144
C13 4.26 -1.89 -3.58  -0.445
F3 3.14 -2.53 -3.92  0.145
F4 5.15 -2.18 -4.52  0.164
S1 3.90 -0.03 -3.62  0.789
F5 4.87 0.31 -2.43  -0.119
F6 5.10 0.18 -4.64  -0.151
F7 2.96 -0.27 -4.90  -0.138
F8 2.62 -0.15 -2.68  -0.135
F9 3.61 1.52 -3.77  -0.115
C14 3.39 -0.45 2.39  -0.217
C15 3.62 1.09 2.35  -0.079
C16 4.85 1.52 1.56  -0.201
N3 4.78 1.87 0.35  0.137
C17 4.43 -1.20 3.24  -0.418
F10 4.46 -0.53 4.44  0.089
F11 5.66 -1.08 2.71  0.162
C18 4.04 -2.63 3.54  -0.103
C19 3.42 -2.93 4.75  -0.017
C20 2.99 -4.22 5.06  -0.021
C21 3.18 -5.25 4.14  0.030
C22 3.83 -4.96 2.95  -0.086
C23 4.05 -6.05 1.93  -0.594
F12 3.06 -5.95 1.01  0.132
F13 5.19 -5.91 1.26  0.171
F14 3.96 -7.26 2.45  0.173
C24 4.26 -3.68 2.65  0.046
N4 2.02 -0.56 3.02  0.221
H1 -1.97 -8.06 2.93  0.081
H2 -3.59 -7.39 2.67  0.083
H3 -2.73 -7.12 4.20  0.084
H4 -1.09 -5.72 2.99  0.132
H5 -2.61 -6.54 0.77  0.085
H6 -3.95 -5.15 3.09  0.118
H7 -3.25 -4.38 1.65  0.120
H8 -3.19 -3.52 4.30  0.110
H9 -2.95 -1.71 2.89  0.122
H10 -1.92 -2.69 1.86  0.112
H11 -0.90 -0.87 3.80  0.114
H12 -0.71 -2.48 4.45  0.122
H13 0.81 0.66 0.99  0.118
H14 -0.51 0.38 2.10  0.126
H15 -0.13 -0.69 -0.52  0.078
H16 -1.40 0.00 0.15  0.094
H17 2.04 -2.90 1.54  0.132
H18 1.33 -2.14 0.18  0.127
H19 2.70 -0.13 0.41  0.128
H20 4.77 -0.55 -0.31  0.089
H21 5.04 -1.99 0.62  0.100
H22 2.78 -2.19 -1.37  0.113
H23 3.75 -3.38 -0.60  0.133
H24 3.67 1.46 3.38  0.129
H25 2.75 1.56 1.88  0.117
H26 5.79 1.56 2.10  0.122
H27 3.82 1.80 0.01  0.056
H28 3.23 -2.15 5.47  0.122
H29 2.51 -4.39 6.01  0.119
H30 2.84 -6.26 4.32  0.132
H31 4.76 -3.53 1.71  0.121
H32 1.61 0.34 3.26  0.173
H33 1.96 -1.06 3.91  0.175
C25 3.09 1.84 -9.19  -0.078
O3 1.95 2.71 -9.02  -0.233
P1 0.69 2.18 -8.14  0.484
O4 0.51 0.77 -8.56  -0.247
O5 -0.34 3.21 -8.80  -0.237
C26 -0.39 3.36 -10.21  -0.100
O6 -0.10 2.30 -6.72  -0.216
C27 0.33 1.40 -5.69  -0.116
H34 3.91 2.44 -9.57  0.083
H35 3.39 1.38 -8.25  0.076
H36 2.85 1.06 -9.92  0.095
H37 -0.21 2.42 -10.73  0.090
H38 0.34 4.10 -10.53  0.085
H39 -1.39 3.72 -10.47  0.089
H40 1.41 1.39 -5.59  0.055
H41 -0.02 0.39 -5.90  0.091
H42 -0.12 1.73 -4.75  0.086
C28 -7.89 2.78 4.12  -0.084
O7 -6.70 2.00 3.93  -0.253
P2 -6.86 0.42 3.52  0.515
O8 -7.98 0.00 4.42  -0.251
O9 -5.39 0.03 4.06  -0.258
C29 -4.93 0.54 5.30  -0.109
O10 -6.80 -0.82 2.47  -0.236
C30 -8.00 -1.12 1.74  -0.102
H43 -7.60 3.83 4.14  0.090
H44 -8.61 2.62 3.32  0.087
H45 -8.34 2.53 5.08  0.086
H46 -5.74 0.61 6.03  0.092
H47 -4.47 1.52 5.16  0.083
H48 -4.18 -0.15 5.68  0.081
H49 -8.43 -0.22 1.29  0.085
H50 -8.73 -1.59 2.39  0.088
H51 -7.74 -1.81 0.94  0.086
C31 -11.59 6.66 9.48  -0.108
O11 -10.31 6.21 9.02  -0.268
P3 -10.00 6.19 7.40  0.574
O12 -11.36 5.65 7.02  -0.283
O13 -8.89 5.05 7.47  -0.242
C32 -9.03 3.97 8.39  -0.097
O14 -9.57 6.62 5.87  -0.243
C33 -10.40 7.57 5.19  -0.113
H52 -11.51 6.83 10.55  0.087
H53 -11.89 7.58 8.99  0.085
H54 -12.33 5.88 9.30  0.088
H55 -10.07 3.67 8.49  0.094
H56 -8.62 4.24 9.36  0.087
H57 -8.46 3.13 8.00  0.084
H58 -10.61 8.44 5.82  0.083
H59 -11.34 7.10 4.90  0.085
H60 -9.87 7.90 4.30  0.085
C34 10.01 1.46 -9.59  -0.095
O15 8.97 2.45 -9.65  -0.240
P4 7.48 2.05 -9.14  0.483
O16 7.27 0.67 -9.68  -0.248
O17 6.76 3.20 -9.98  -0.245
C35 7.09 3.40 -11.35  -0.098
O18 6.37 2.21 -7.97  -0.228
C36 6.40 1.25 -6.90  -0.111
H61 10.96 1.98 -9.73  0.088
H62 10.02 0.95 -8.64  0.083
H63 9.88 0.75 -10.40  0.091
H64 7.30 2.46 -11.86  0.091
H65 7.95 4.07 -11.43  0.085
H66 6.24 3.88 -11.83  0.089
H67 7.41 1.13 -6.50  0.090
H68 6.03 0.29 -7.24  0.091
H69 5.76 1.62 -6.11  0.066

Calculated values
E_LUMO ... -2.81 eV
Molecular weight ... 1267.89 g/mol
HOMO level ... -10.6 eV
Total charge ... +1
Energy relative to the best compared isomer or geometry (same formula, charge and spin) ... 2.840 eV
Maximum force ... 0.1598 hartree/bohr